This record from OMol25 describes a cluster of 2 separate species, CH7N3 in total at a distorted geometry. The level of theory is the ωB97M-V functional and the def2-TZVPD basis.

Properties
**Energy relative to the best compared isomer or geometry (same formula, charge and spin)**: 41.65 kJ/mol
**Highest occupied orbital energy**: -0.33976 Ha
**Largest force on an atom**: 2.383 eV/A
**M**: 61.09 g mol⁻¹
**Kohn-Sham gap**: 10.209 eV

Geometry as ORCA input:
```
! RIJCOSX wB97M-V def2-TZVPD def2/J DEFGRID3
* xyz 0 1
N -0.5475 1.3753 -1.1045
N -0.5289 -0.9075 -0.6543
N 1.0468 -0.0369 2.2709
C -0.7827 0.1454 -1.4750
H 1.8173 0.6325 2.0475
H 0.0860 0.3767 2.1840
H 0.0491 -0.7437 0.1807
H 1.2179 -0.8835 1.7785
H -0.8292 2.1025 -1.7619
H -1.0798 -0.2141 -2.4486
H -0.4490 -1.8465 -1.0173
*
```

Here are the Mulliken charges for atoms 1 to 5, given in e: number 1, N, carries -0.625; number 2, N, carries -0.369; number 3, N, carries -0.728; number 4, C, carries 0.071; number 5, H, carries 0.233